{"formula": "C25H29EuN3P2", "method": "wB97M-V/def2-TZVPD", "homo_energy_ev": [-6.95, -9.33], "relative_energy_ev": 0.927, "gap_ha": [0.1163, 0.2047], "total_charge": 1, "lumo_energy_ev": [-3.8, -3.8], "s_squared": 12.03, "fmax_ha_per_bohr": 0.055, "spin_multiplicity": 7, "symbols": ["Eu", "P", "P", "N", "N", "N", "C", "C", "C", "C", "C", "C", "C", "C", "C", "C", "C", "C", "C", "C", "C", "C", "C", "C", "C", "C", "C", "C", "C", "C", "C", "H", "H", "H", "H", "H", "H", "H", "H", "H", "H", "H", "H", "H", "H", "H", "H", "H", "H", "H", "H", "H", "H", "H", "H", "H", "H", "H", "H", "H"], "xyz": [[-0.222, -2.484, -2.052], [-0.109, 2.627, 1.698], [0.845, -1.402, 0.743], [-2.223, -2.312, -0.563], [2.049, 1.691, -0.471], [-6.640, -3.807, 2.189], [-1.786, 2.555, 1.083], [3.117, -1.105, -2.778], [3.209, -0.479, -0.066], [0.756, 1.831, -2.611], [0.236, -1.710, 2.445], [-2.735, -1.502, 0.392], [2.455, 0.040, -2.314], [-0.205, 2.592, -3.301], [-2.828, -3.504, -0.800], [4.087, -1.690, -1.963], [-0.608, 3.838, -2.834], [1.399, -3.144, 0.372], [-5.684, -3.487, 1.607], [4.158, -1.366, -0.573], [-3.947, -3.910, -0.128], [-0.039, 2.983, 3.431], [1.183, 2.336, -1.294], [0.816, 3.816, 0.693], [0.580, 3.532, -0.751], [-0.179, 4.316, -1.568], [-3.858, -1.854, 1.143], [-4.495, -3.082, 0.872], [2.652, 0.525, -0.938], [1.234, 0.556, -2.960], [2.526, -0.695, 1.205], [0.209, -0.711, 2.915], [-0.110, -0.684, -1.969], [-2.351, -4.165, -1.604], [2.323, 0.205, 1.756], [0.379, 1.317, 1.487], [-0.624, 2.177, -4.217], [2.020, -3.521, 1.211], [-4.433, -4.889, -0.354], [2.013, -3.142, -0.553], [4.737, -2.510, -2.390], [-0.501, 5.286, -1.240], [-2.207, -0.544, 0.561], [-2.193, 1.567, 1.332], [4.876, -1.929, 0.078], [-0.744, 3.773, 3.704], [-2.388, 3.333, 1.566], [-4.234, -1.202, 1.914], [0.916, -2.370, 3.016], [2.844, -1.525, -3.803], [-1.837, 2.684, -0.004], [3.004, -1.420, 1.843], [0.969, 3.294, 3.706], [-1.250, 4.487, -3.483], [1.016, 0.102, -3.971], [1.886, 3.720, 0.947], [-0.776, -2.143, 2.435], [-0.285, 2.084, 3.991], [0.504, -3.806, 0.270], [0.493, 4.824, 0.948]], "forces_ev_per_angstrom": [[-0.8, -2.1, 0.7], [0.0, -0.4, -1.1], [0.3, -0.6, 0.6], [2.1, 0.2, -1.3], [-0.1, -2.1, -0.8], [0.9, 0.3, -0.5], [-0.5, -0.1, 0.3], [0.4, -0.9, -0.7], [1.3, 1.0, -0.8], [0.3, 0.3, 2.2], [-0.1, 0.1, 0.2], [-1.5, 0.4, 1.6], [-2.3, 1.2, 1.0], [-0.5, 0.8, -0.1], [-0.5, -1.2, -0.4], [0.5, -0.7, -0.8], [-0.1, -0.1, -1.2], [0.0, 0.0, 0.0], [0.3, 0.1, -0.2], [-0.3, -0.4, -0.6], [0.0, -1.5, -0.9], [0.0, 0.2, 0.5], [0.3, -0.8, -0.2], [0.8, 0.2, 0.2], [0.6, -0.6, -0.9], [-0.2, -0.6, -0.3], [1.6, 0.7, -0.9], [-1.7, -0.5, 1.1], [-1.3, 0.0, -1.3], [2.2, -0.5, -1.1], [-0.5, -0.2, 0.5], [-0.2, -0.5, 0.2], [0.0, 2.8, -0.5], [-0.7, 0.7, 1.0], [0.0, 0.6, 0.4], [0.1, 0.6, 0.1], [0.1, 0.3, 0.1], [-0.3, 0.0, -0.6], [0.5, 1.0, 0.2], [-0.1, -0.2, 0.4], [-0.8, 1.1, 0.7], [-0.3, 0.3, 0.2], [-0.3, -0.6, -0.2], [-0.1, 0.3, 0.0], [-1.1, 0.4, -0.5], [0.1, -0.1, -0.1], [0.0, -0.1, -0.1], [0.0, 0.1, 0.1], [-0.3, 0.4, -0.2], [0.7, 0.7, 1.4], [0.2, 0.0, 0.2], [0.4, -0.2, 0.3], [0.0, 0.0, 0.0], [0.6, -0.8, 0.8], [0.0, 0.7, 1.2], [-0.4, 0.0, 0.0], [0.3, 0.2, 0.0], [-0.1, 0.0, 0.1], [0.6, 0.3, 0.1], [-0.2, 0.1, 0.2]], "lowdin_charge": [1.3092, 0.9656, 0.8324, -0.2068, 0.1286, 0.1162, -0.1711, -0.1096, -0.2771, -0.1776, -0.2796, -0.2212, -0.1933, -0.0254, -0.2642, -0.0898, -0.0573, -0.3291, -0.2119, -0.0372, -0.0707, -0.1946, -0.1669, -0.2444, -0.2679, -0.0408, -0.0522, -0.2687, -0.1685, -0.0450, -0.2997, 0.0227, -0.1477, 0.0770, 0.0622, 0.0197, 0.1202, 0.0662, 0.1272, 0.0089, 0.1253, 0.1158, 0.0637, 0.0471, 0.1364, 0.0743, 0.0741, 0.1006, 0.0572, 0.1297, 0.0669, 0.0892, 0.0711, 0.1249, 0.1262, 0.1116, 0.0415, 0.0621, 0.0332, 0.1113]}

{"formula": "C25H29HgN8O2S7", "method": "wB97M-V/def2-TZVPD", "homo_energy_ev": [-0.42, -1.49], "gap_ha": [0.1509, 0.1901], "total_charge": -2, "lumo_energy_ev": [3.7, 3.7], "s_squared": 0.79, "fmax_ha_per_bohr": 0.021, "spin_multiplicity": 2, "symbols": ["Hg", "S", "S", "S", "S", "S", "S", "S", "O", "O", "N", "N", "N", "N", "N", "N", "N", "N", "C", "C", "C", "C", "C", "C", "C", "C", "C", "C", "C", "C", "C", "C", "C", "C", "C", "C", "C", "C", "C", "C", "C", "C", "C", "H", "H", "H", "H", "H", "H", "H", "H", "H", "H", "H", "H", "H", "H", "H", "H", "H", "H", "H", "H", "H", "H", "H", "H", "H", "H", "H", "H", "H"], "xyz": [[-0.281, 0.212, 0.178], [-2.447, 0.792, 1.452], [-3.299, 3.520, 2.167], [3.487, 0.710, -1.987], [-0.178, 2.528, -0.700], [-3.414, 6.504, 2.064], [-3.628, -1.364, -3.614], [-1.514, 4.900, 0.415], [0.979, 0.463, 2.619], [0.924, 1.764, 4.747], [-3.453, -1.782, -0.905], [0.207, -1.741, 1.272], [-2.600, 0.190, -1.857], [2.868, -1.846, -2.449], [-0.290, -1.792, -1.421], [1.919, -0.308, -3.854], [0.320, -1.758, 2.621], [-2.508, 0.854, -3.029], [1.338, 0.995, -4.149], [3.394, -2.253, -1.147], [4.918, -2.351, -1.140], [-2.247, 2.489, 1.205], [-2.970, 0.220, -4.045], [-3.150, -0.971, -1.957], [-0.430, -1.848, -2.735], [-0.039, -1.705, 6.777], [-1.392, 3.148, 0.382], [-2.777, 5.053, 1.579], [0.159, -1.743, 5.407], [-2.988, 0.767, -5.436], [0.594, 0.631, 5.380], [0.599, -0.602, 3.209], [2.141, 1.756, -5.199], [0.059, -0.491, 7.448], [-0.259, -2.987, -3.506], [0.374, 0.665, 6.758], [0.193, -2.900, 0.647], [2.706, -0.531, -2.770], [0.126, -4.188, -1.463], [0.466, -0.590, 4.687], [0.003, -2.963, -0.742], [0.022, -4.205, -2.824], [-4.008, 1.903, -5.564], [0.072, -2.667, 4.853], [0.455, 1.617, 7.268], [-3.935, 2.377, -6.545], [0.147, -5.124, -3.386], [0.313, -5.095, -0.899], [-3.077, -1.410, -0.036], [-0.382, -2.955, -4.582], [5.266, -3.061, -1.894], [-5.023, 1.527, -5.426], [2.149, -2.458, -2.818], [-0.695, -0.905, -3.210], [1.404, -1.105, -4.196], [0.990, 1.509, 3.774], [3.074, -1.530, -0.393], [0.316, 0.833, -4.498], [3.142, 1.953, -4.819], [-0.118, -0.446, 8.517], [-3.262, -2.763, -1.037], [1.655, 2.711, -5.411], [5.340, -1.371, -1.352], [2.219, 1.181, -6.125], [-0.274, -2.613, 7.321], [5.266, -2.674, -0.157], [-3.219, -0.030, -6.144], [-3.816, 2.655, -4.800], [0.346, -3.818, 1.211], [1.287, 1.580, -3.231], [2.954, -3.222, -0.909], [-1.995, 1.161, -5.665]], "forces_ev_per_angstrom": [[0.2, 0.1, 0.1], [-0.2, -0.3, 0.5], [0.2, 0.3, -0.3], [0.1, 0.2, 0.3], [0.4, -0.5, 0.0], [-0.1, 0.3, 0.1], [0.2, 0.6, 0.3], [-0.2, -0.1, 0.3], [-0.2, -0.1, 0.0], [-0.1, 0.1, 0.3], [0.0, 0.0, 0.3], [0.3, 0.5, 0.0], [-0.1, 0.0, 0.3], [-0.3, 0.1, 0.1], [0.1, 0.0, 0.1], [-0.1, 0.0, 0.1], [-0.3, -0.3, 0.5], [0.0, 0.3, -0.5], [0.2, 0.1, -0.2], [0.3, 0.1, 0.0], [-0.2, 0.0, 0.0], [-0.1, 0.2, -0.1], [-0.2, -0.7, 0.2], [-0.4, 0.0, -0.8], [0.1, -0.1, -0.1], [0.0, -0.1, 0.1], [-0.2, 0.2, 0.1], [0.2, -0.4, -0.2], [0.0, 0.2, 0.0], [-0.1, 0.2, 0.0], [0.1, 0.0, -0.2], [0.3, -0.2, -1.0], [-0.1, 0.0, 0.1], [0.0, 0.0, 0.0], [0.1, 0.1, -0.2], [0.0, 0.0, 0.1], [0.0, 0.2, 0.0], [0.2, -0.2, -0.3], [0.0, 0.0, 0.0], [-0.1, 0.0, 0.3], [-0.1, -0.1, 0.0], [0.0, 0.0, 0.1], [0.1, -0.1, 0.0], [0.0, 0.0, 0.0], [0.0, 0.0, 0.0], [-0.1, 0.0, 0.0], [0.0, 0.0, 0.1], [0.1, 0.0, 0.0], [0.0, 0.0, 0.0], [-0.1, 0.0, 0.0], [0.0, 0.0, 0.0], [0.0, 0.0, 0.0], [0.0, 0.0, 0.0], [0.1, 0.0, 0.0], [0.0, -0.1, 0.1], [0.0, -0.1, -0.1], [-0.1, -0.1, 0.0], [0.0, 0.0, 0.0], [0.0, 0.0, 0.0], [0.0, 0.0, 0.0], [0.1, 0.0, 0.0], [0.0, 0.0, -0.1], [0.1, 0.0, 0.0], [0.0, 0.0, 0.0], [0.0, 0.0, 0.0], [0.0, 0.0, 0.0], [0.1, 0.0, 0.0], [0.0, 0.0, 0.0], [0.0, 0.1, 0.1], [-0.1, -0.1, 0.0], [-0.1, 0.1, 0.0], [0.0, -0.1, 0.0]], "lowdin_charge": [0.7941, 0.4307, 0.8557, 0.6493, 0.4081, 0.3821, 1.0243, 0.8478, -0.1112, 0.0450, 0.0985, -0.1381, -0.0159, 0.0032, 0.0223, -0.0182, 0.0224, 0.0226, -0.2852, -0.2808, -0.1135, -1.1807, -0.6373, -0.7277, -0.2698, -0.1304, -1.1727, -1.5484, -0.0486, -0.2555, -0.2777, -0.4846, -0.1019, -0.1269, -0.1512, -0.0363, -0.1694, -0.8470, -0.0887, -0.0818, -0.3350, -0.1374, -0.1057, 0.0944, 0.1041, 0.0632, 0.0828, 0.0959, 0.0362, 0.0791, 0.0629, 0.0703, 0.0959, 0.0767, 0.0973, 0.0615, 0.0928, 0.0949, 0.0512, 0.0849, 0.0871, 0.0670, 0.0309, 0.0620, 0.0800, 0.0668, 0.0939, 0.0756, 0.1033, 0.0569, 0.1046, 0.0996]}

{"formula": "C25H29InN2O3P2S5", "method": "wB97M-V/def2-TZVPD", "homo_energy_ev": [-6.39, -6.39], "gap_ha": [0.1905, 0.1905], "total_charge": 0, "lumo_energy_ev": [-1.2, -1.2], "fmax_ha_per_bohr": 0.018, "spin_multiplicity": 1, "symbols": ["In", "S", "S", "S", "S", "S", "P", "P", "O", "O", "O", "N", "N", "C", "C", "C", "C", "C", "C", "C", "C", "C", "C", "C", "C", "C", "C", "C", "C", "C", "C", "C", "C", "C", "C", "C", "C", "C", "H", "H", "H", "H", "H", "H", "H", "H", "H", "H", "H", "H", "H", "H", "H", "H", "H", "H", "H", "H", "H", "H", "H", "H", "H", "H", "H", "H", "H"], "xyz": [[-0.306, 0.014, -0.241], [-0.784, 1.070, -2.663], [-3.534, -0.791, -2.205], [-0.570, 2.699, 1.308], [-2.975, -1.897, -4.864], [-0.465, -0.397, -5.179], [0.610, -0.959, 2.182], [3.010, 0.244, -0.048], [-1.379, -2.116, -6.950], [0.685, 1.930, 1.376], [-1.013, 3.371, 2.501], [-2.313, -0.920, 0.821], [-1.597, 1.669, 0.691], [-0.407, -0.353, 3.564], [-2.632, -2.189, 0.832], [-4.469, -0.392, 1.776], [-0.788, 6.088, -0.814], [-0.975, 5.129, 0.166], [2.280, -0.361, 2.624], [-3.869, -2.672, 1.295], [0.760, 4.655, -1.943], [0.590, 3.685, -0.966], [0.702, -2.742, 2.539], [4.353, -0.472, -1.060], [0.076, 5.863, -1.884], [-5.362, 0.589, 2.274], [3.335, -0.634, 1.549], [-1.574, -1.570, -5.899], [-2.586, -0.804, -3.551], [0.255, 6.910, -2.949], [-4.779, -1.771, 1.761], [3.716, 1.888, 0.335], [-3.728, 2.296, 1.748], [-2.842, 1.375, 1.257], [-4.983, 1.898, 2.262], [-0.288, 3.923, 0.079], [-1.399, -0.041, -3.740], [-3.213, -0.003, 1.280], [4.730, 1.805, 0.734], [-1.639, 5.314, 0.999], [4.322, -0.328, 1.910], [3.402, -1.705, 1.335], [-6.329, 0.285, 2.651], [2.194, 0.711, 2.807], [2.552, -0.837, 3.572], [0.103, -0.535, 4.513], [1.018, 6.618, -3.669], [4.420, 0.063, -2.007], [4.137, -1.517, -1.285], [-1.321, 7.029, -0.746], [-5.749, -2.095, 2.119], [3.079, 2.408, 1.049], [1.143, 2.756, -1.024], [-0.602, 0.715, 3.469], [1.434, 4.464, -2.769], [1.000, -2.909, 3.576], [-5.654, 2.659, 2.639], [3.750, 2.490, -0.575], [1.419, -3.234, 1.881], [5.320, -0.410, -0.553], [-4.083, -3.731, 1.261], [-0.675, 7.073, -3.496], [-3.463, 3.343, 1.744], [-1.362, -0.880, 3.571], [-1.890, -2.879, 0.441], [-0.272, -3.204, 2.377], [0.548, 7.866, -2.512]], "forces_ev_per_angstrom": [[-0.8, 0.1, -0.2], [0.1, -0.1, 0.6], [-0.1, 0.0, 0.5], [0.4, 0.0, 0.1], [0.0, 0.0, -0.1], [0.1, -0.1, -0.2], [0.0, 0.3, -0.1], [-0.1, 0.0, 0.1], [-0.1, 0.0, -0.1], [0.0, 0.3, 0.0], [0.0, -0.2, 0.0], [-0.1, 0.0, 0.1], [-0.1, -0.4, 0.2], [-0.1, 0.0, 0.0], [0.0, -0.1, 0.0], [-0.2, 0.0, 0.1], [0.0, 0.0, 0.0], [0.0, -0.1, -0.1], [0.1, 0.0, 0.0], [0.1, 0.0, 0.0], [0.0, 0.0, 0.0], [0.0, 0.0, 0.0], [0.0, -0.1, -0.1], [0.1, 0.0, 0.0], [0.0, 0.0, 0.0], [0.1, -0.1, -0.1], [0.1, 0.0, 0.0], [0.2, -0.1, 0.1], [0.7, 0.5, -0.3], [0.0, 0.0, 0.0], [-0.1, 0.1, 0.0], [0.1, 0.1, 0.0], [-0.2, 0.1, 0.1], [0.2, 0.1, -0.3], [0.1, 0.1, 0.0], [0.0, 0.2, 0.0], [-0.5, -0.4, -0.1], [0.2, -0.1, -0.1], [0.0, 0.0, 0.0], [0.0, 0.0, 0.0], [0.0, 0.0, 0.0], [0.0, 0.0, 0.0], [0.0, 0.0, 0.0], [-0.1, 0.0, 0.0], [0.1, 0.0, 0.0], [0.0, 0.0, 0.0], [0.0, 0.0, 0.0], [0.0, 0.0, 0.0], [0.0, 0.0, 0.0], [0.0, 0.0, 0.0], [0.0, 0.0, 0.0], [0.0, 0.0, 0.0], [0.0, 0.0, 0.0], [0.0, 0.0, 0.0], [0.0, 0.0, 0.0], [0.0, 0.0, 0.0], [0.0, 0.0, 0.0], [0.0, 0.0, 0.0], [0.0, 0.0, 0.0], [0.0, 0.0, 0.0], [0.0, 0.0, 0.0], [0.0, 0.0, 0.0], [0.0, 0.0, 0.0], [0.0, 0.0, 0.0], [0.0, 0.0, 0.0], [0.0, 0.0, 0.0], [0.0, 0.0, 0.0]], "lowdin_charge": [0.5572, 0.5753, 0.6108, 0.5701, 0.9560, 0.9344, 0.8132, 0.8223, -0.0605, -0.4443, -0.2825, -0.0143, -0.1911, -0.2250, -0.1749, -0.1485, -0.0298, -0.0425, -0.4068, -0.0385, -0.0265, -0.0903, -0.2457, -0.2919, -0.2623, -0.0384, -0.4200, -1.0348, -1.2305, -0.0467, 0.0045, -0.2801, -0.0045, -0.2510, -0.0582, -0.2731, -1.2076, -0.1880, 0.0457, 0.1112, 0.0838, 0.0732, 0.1115, 0.0728, 0.0899, 0.0581, 0.0749, 0.0407, 0.0376, 0.1180, 0.1219, 0.0270, 0.0722, 0.0363, 0.1177, 0.0540, 0.1081, 0.0410, 0.0451, 0.0439, 0.1095, 0.0855, 0.1082, 0.0488, 0.1136, 0.0318, 0.0823]}